Computed, not measured: a molecular structure, C25H17Br2F5I2MnN5O3, with the ωB97M-V functional and the def2-TZVPD basis.

The geometry in XYZ format:
```
60
Properties=species:S:1:pos:R:3:lowdin_charge:R:1
Mn -0.308 -0.179 -0.697 0.64
Br -1.773 -0.593 6.112 0.72
C -1.431 -0.725 4.249 -0.67
C -0.258 -1.295 3.805 -0.08
C -0.049 -1.329 2.432 -0.10
N -0.931 -0.858 1.562 0.09
C -2.084 -0.373 2.002 -0.20
C -2.378 -0.260 3.357 -0.06
C -3.037 -0.047 0.926 -0.17
C -4.363 0.269 1.210 -0.06
C -5.235 0.460 0.161 -0.68
Br -7.047 0.888 0.508 0.74
C -4.787 0.321 -1.134 -0.09
C -3.447 0.021 -1.319 -0.08
N -2.573 -0.152 -0.330 0.11
H 0.483 -1.680 4.488 0.11
H 0.859 -1.746 2.023 0.11
H -3.302 0.163 3.720 0.09
H -4.713 0.341 2.228 0.10
H -5.441 0.447 -1.984 0.11
H -3.054 -0.082 -2.315 0.10
I 0.173 -5.386 0.102 0.85
C 1.620 -3.931 -0.257 -0.66
C 2.977 -4.267 -0.224 -0.25
C 3.955 -3.328 -0.434 -0.68
I 5.956 -3.932 -0.366 0.84
C 3.606 -1.976 -0.689 -0.21
C 4.505 -0.912 -0.908 -0.04
C 4.021 0.347 -1.137 -0.03
C 2.638 0.564 -1.148 -0.11
N 1.776 -0.404 -0.951 0.05
C 2.234 -1.653 -0.722 -0.13
C 1.186 -2.627 -0.512 -0.47
O -0.017 -2.230 -0.555 -0.15
H 3.252 -5.295 -0.025 0.07
H 5.570 -1.103 -0.892 0.06
H 4.691 1.180 -1.305 0.10
H 2.227 1.551 -1.320 0.12
C -0.541 4.246 -0.234 -0.02
C -0.228 2.787 -0.085 -0.27
N -0.761 1.871 -0.828 -0.05
O -1.708 2.359 -1.750 -0.06
C 0.701 2.353 0.926 -0.32
C 1.455 3.270 1.838 -0.05
N 0.854 1.050 1.013 -0.15
O 1.659 0.598 1.888 -0.14
H -1.275 4.415 -1.012 0.07
H 0.373 4.793 -0.474 0.08
H -0.913 4.645 0.712 0.09
H -1.403 1.974 -2.586 0.07
H 1.406 4.310 1.519 0.06
H 2.501 2.956 1.882 0.07
H 1.081 3.203 2.865 0.08
F -1.551 -0.352 -3.434 -0.05
C -0.277 -0.185 -2.831 -0.28
F 0.118 1.075 -3.349 -0.04
C 0.553 -1.155 -3.706 -0.59
F 1.873 -0.922 -3.631 0.14
F 0.342 -2.429 -3.366 0.15
F 0.240 -1.049 -5.019 0.12
```

Summary:
- Orbital gap (alpha / beta): 6.362 / 6.304 eV
- Net charge: -1
- Spin multiplicity: 2
- Energy above the lowest of the compared OMol25 structures with the same formula, charge and spin: 99.6 kJ/mol
- LUMO (alpha / beta): 2.01 / 2.01 eV
- Electronic energy: -240988.1365 eV
- E_HOMO (alpha / beta): -0.1600 / -0.1578 hartree
- F_max: 0.49 eV Å⁻¹

=====

Computed, not measured: C25H17FN2O3S2 in the gas phase at a distorted geometry, with the ωB97M-V functional and the def2-TZVPD basis.

The geometry in XYZ format:
```
50
Properties=species:S:1:pos:R:3:lowdin_charge:R:1
O 1.218 2.381 2.440 -0.26
S 1.119 2.904 1.112 0.67
O 1.432 4.281 0.879 -0.28
N 2.116 2.065 0.049 -0.05
C 2.332 0.694 0.193 -0.23
C 1.274 -0.085 0.578 -0.05
C 1.388 -1.477 0.679 -0.43
S -0.064 -2.404 1.154 1.07
C -1.215 -1.762 -0.021 -0.44
C -0.852 -1.361 -1.282 -0.07
C -1.818 -0.886 -2.178 -0.06
C -3.138 -0.828 -1.825 -0.05
C -3.543 -1.230 -0.537 -0.17
C -4.880 -1.182 -0.091 -0.02
C -5.176 -1.577 1.185 -0.05
C -4.129 -2.017 2.015 -0.13
N -2.884 -2.079 1.636 0.09
C -2.570 -1.702 0.385 -0.26
C 2.584 -2.111 0.428 -0.28
O 2.730 -3.453 0.513 0.05
C 3.709 -1.327 0.051 -0.08
C 4.948 -1.946 -0.211 -0.01
C 6.039 -1.208 -0.575 -0.07
C 5.933 0.184 -0.689 -0.08
C 4.741 0.812 -0.447 -0.02
C 3.592 0.085 -0.073 -0.09
C -0.525 2.570 0.479 -0.29
C -1.488 2.072 1.337 -0.04
C -2.767 1.833 0.864 0.02
C -3.039 2.112 -0.465 -0.27
F -4.282 1.901 -0.931 0.07
C -2.079 2.609 -1.333 0.01
C -0.804 2.841 -0.846 -0.04
H 2.914 2.621 -0.215 0.10
H 0.325 0.370 0.799 0.09
H 0.181 -1.410 -1.593 0.12
H -1.502 -0.578 -3.164 0.11
H -3.886 -0.472 -2.518 0.12
H -5.647 -0.826 -0.764 0.12
H -6.187 -1.551 1.561 0.10
H -4.327 -2.327 3.033 0.11
H 1.874 -3.842 0.752 0.07
H 5.006 -3.018 -0.111 0.12
H 6.985 -1.689 -0.771 0.10
H 6.800 0.764 -0.969 0.10
H 4.688 1.888 -0.539 0.10
H -1.219 1.873 2.362 0.12
H -3.543 1.444 1.503 0.13
H -2.338 2.810 -2.360 0.12
H -0.026 3.235 -1.479 0.12
```

Summary:
- Orbital gap: 7.507 eV
- Net charge: 0
- Spin multiplicity: 1
- Energy above the lowest of the compared OMol25 structures with the same formula, charge and spin: 9.3 kJ/mol
- LUMO: -0.17 eV
- Electronic energy: -59712.0427 eV
- E_HOMO: -0.2820 hartree
- F_max: 1.19 eV Å⁻¹

=====

Computed, not measured: a molecular structure, C25H17N5O2PdS at a distorted geometry, with the ωB97M-V functional and the def2-TZVPD basis.

The geometry in XYZ format:
```
51
Properties=species:S:1:pos:R:3:lowdin_charge:R:1
Pd 0.201 0.129 -0.376 1.04
O 2.138 -1.213 -4.014 0.17
C 1.544 -1.179 -2.978 -0.37
N 1.875 -0.360 -1.862 0.09
C 3.038 0.119 -1.691 -0.15
C 4.235 -0.197 -2.445 0.02
C 5.366 0.452 -2.163 0.01
C 5.434 1.490 -1.128 0.02
C 4.385 1.811 -0.362 0.02
C 3.150 1.078 -0.525 -0.13
N 2.097 1.170 0.199 0.09
C 2.053 1.963 1.384 -0.36
O 3.005 2.325 2.006 0.17
C 0.662 2.320 1.763 -0.19
C 0.450 3.073 2.900 0.05
C -0.837 3.512 3.171 0.01
C -1.845 3.202 2.275 0.01
C -1.550 2.417 1.172 -0.10
N -0.323 1.961 0.925 0.06
C 0.341 -2.014 -2.707 -0.19
C -0.091 -2.910 -3.665 0.04
C -1.165 -3.732 -3.362 0.00
C -1.735 -3.646 -2.104 0.00
C -1.241 -2.718 -1.201 -0.10
N -0.234 -1.900 -1.502 0.05
H 4.198 -0.937 -3.226 0.12
H 6.257 0.224 -2.734 0.13
H 6.370 2.011 -0.976 0.13
H 4.456 2.594 0.372 0.12
H 1.290 3.311 3.537 0.14
H -1.044 4.100 4.056 0.13
H -2.855 3.561 2.416 0.13
H -2.324 2.163 0.463 0.10
H 0.425 -2.957 -4.613 0.14
H -1.544 -4.435 -4.092 0.13
H -2.558 -4.285 -1.815 0.13
H -1.651 -2.646 -0.203 0.11
S -4.428 0.031 -0.347 1.16
C -2.854 0.188 -0.971 -0.44
N -1.892 -0.119 -0.153 -0.14
C -2.377 -0.528 1.093 -0.36
C -1.617 -0.934 2.192 -0.03
C -2.279 -1.298 3.342 -0.04
C -3.682 -1.279 3.406 -0.04
C -4.443 -0.886 2.328 -0.05
C -3.770 -0.505 1.166 -0.44
H -2.683 0.521 -1.987 0.11
H -0.537 -0.971 2.130 0.10
H -1.717 -1.609 4.212 0.12
H -4.175 -1.592 4.317 0.12
H -5.523 -0.877 2.378 0.13
```

Summary:
- Orbital gap (alpha / beta): 6.820 / 6.845 eV
- Net charge: +2
- Spin multiplicity: 1
- Energy above the lowest of the compared OMol25 structures with the same formula, charge and spin: 115.6 kJ/mol
- LUMO (alpha / beta): -8.12 / -8.09 eV
- Electronic energy: -52046.0383 eV
- E_HOMO (alpha / beta): -0.5491 / -0.5489 hartree
- F_max: 3.63 eV Å⁻¹

=====

Computed, not measured: a molecular structure, C25H18AsBr2F6MnN2O10, with the ωB97M-V functional and the def2-TZVPD basis.

The geometry in XYZ format:
```
65
Properties=species:S:1:pos:R:3:lowdin_charge:R:1
Mn 0.077 -1.019 0.739 1.05
O -2.884 -3.719 0.916 0.07
C -1.823 -3.165 1.136 -0.57
O -1.604 -1.899 0.943 -0.09
C -0.686 -3.965 1.782 -0.09
C -0.089 -3.213 2.985 -0.24
C 0.704 -4.175 3.872 -0.09
C 1.967 -4.418 3.005 -0.09
C 1.671 -3.542 1.785 -0.24
O 0.961 -2.436 2.375 -0.11
C 0.592 -4.201 0.908 -0.09
C 0.583 -3.599 -0.500 -0.56
O 0.647 -4.338 -1.465 0.07
O 0.572 -2.302 -0.577 -0.09
H -1.119 -4.918 2.080 0.15
H -0.773 -2.538 3.493 0.17
H 0.959 -3.697 4.816 0.11
H 0.144 -5.086 4.084 0.11
H 2.868 -4.076 3.514 0.11
H 2.105 -5.463 2.727 0.11
H 2.533 -3.160 1.245 0.16
H 0.775 -5.266 0.783 0.15
C -0.754 -0.033 -2.601 -0.01
C -0.831 1.097 -1.629 -0.27
C -1.040 2.427 -2.061 0.02
C -1.075 3.445 -1.157 0.00
C -0.905 3.172 0.219 -0.18
C -0.921 4.129 1.267 -0.63
Br -1.189 5.969 0.873 0.74
C -0.741 3.754 2.564 -0.19
C -0.538 2.400 2.889 -0.60
Br -0.300 1.926 4.710 0.72
C -0.515 1.405 1.934 -0.38
O -0.357 0.141 2.201 -0.16
C -0.694 1.827 0.569 -0.12
N -0.650 0.829 -0.350 0.12
H -1.224 0.240 -3.544 0.08
H -1.225 -0.925 -2.191 0.08
H 0.299 -0.269 -2.769 0.08
H -1.152 2.648 -3.114 0.10
H -1.252 4.454 -1.503 0.07
H -0.749 4.491 3.354 0.08
O 2.279 0.291 -1.372 0.07
C 2.588 0.179 -0.199 -0.55
O 1.879 -0.285 0.770 -0.10
C 3.975 0.619 0.244 -0.10
C 4.871 1.074 -0.716 0.01
C 6.146 1.472 -0.354 0.00
C 6.499 1.406 0.985 -0.16
C 5.624 0.966 1.963 0.00
C 4.353 0.569 1.582 0.01
N 7.854 1.818 1.380 -0.36
O 8.612 2.202 0.509 0.06
O 8.151 1.751 2.559 0.06
H 4.541 1.106 -1.745 0.12
H 6.861 1.827 -1.081 0.11
H 5.942 0.940 2.994 0.11
H 3.634 0.220 2.310 0.12
F -3.867 3.127 -3.760 -0.26
As -3.423 4.463 -4.772 0.69
F -2.965 5.803 -5.782 -0.28
F -1.995 3.593 -5.274 -0.28
F -4.312 3.774 -6.096 -0.27
F -2.512 5.153 -3.450 -0.27
F -4.833 5.337 -4.253 -0.27
```

Summary:
- Orbital gap (alpha / beta): 6.274 / 6.324 eV
- Net charge: -2
- Spin multiplicity: 5
- Energy above the lowest of the compared OMol25 structures with the same formula, charge and spin: 0.0 kJ/mol
- LUMO (alpha / beta): 2.73 / 2.72 eV
- Electronic energy: -298231.2485 eV
- E_HOMO (alpha / beta): -0.1304 / -0.1325 hartree
- F_max: 0.19 eV Å⁻¹